The following is a quantum chemistry calculation of a 11-piece molecular cluster, C5H31NO12 overall, from the Open Molecules 2025 dataset.

Geometry as XYZ:
```
49
Properties=species:S:1:pos:R:3:lowdin_charge:R:1
N -1.0302 2.4330 1.8801 0.20
C 0.1549 1.8210 2.0479 -0.53
O 0.4917 1.3675 3.1367 0.03
C 1.0386 1.7247 0.8275 -0.10
C 0.8442 0.3577 0.1342 -0.17
C 1.2183 -0.8194 1.0481 -0.17
C 1.6016 -2.0903 0.2964 -0.21
O 0.5440 -2.5731 -0.5515 -0.11
H -1.4246 2.6164 0.9674 0.09
H -1.6987 2.3922 2.6346 0.12
H 2.0840 1.8379 1.1156 0.12
H 0.8011 2.5360 0.1359 0.12
H -0.1949 0.2770 -0.1909 0.11
H 1.4670 0.3422 -0.7593 0.09
H 0.3780 -1.0422 1.7100 0.10
H 2.0301 -0.5106 1.7167 0.12
H 1.7714 -2.9201 0.9827 0.12
H 2.4726 -1.9249 -0.3419 0.11
H 0.4679 -1.9996 -1.3523 0.05
O 2.3348 0.8123 -3.5265 -0.09
H 1.7517 0.0527 -3.2586 0.03
H 3.0331 0.8625 -2.8394 0.01
O -1.1335 -2.6018 3.5835 -0.06
H -1.3389 -2.6871 2.6160 0.02
H -1.7070 -3.2265 4.0188 0.05
O -3.0418 -0.2717 1.2749 -0.09
H -2.7121 -0.0424 2.1932 0.04
H -2.5682 -1.1053 1.0698 0.01
O -1.7694 -2.6802 0.8270 -0.07
H -0.9012 -2.6047 0.3438 0.04
H -2.2628 -3.4282 0.4716 0.08
O -2.7180 1.5409 -0.6262 -0.09
H -3.6078 1.7544 -0.9211 0.06
H -2.8225 0.8126 0.0600 0.01
O -1.5131 0.6494 -2.9466 -0.08
H -1.9051 0.9094 -2.0796 0.02
H -0.9592 1.4170 -3.2376 0.03
O -1.8702 0.0820 3.8246 -0.10
H -1.5893 -0.8656 3.8550 0.01
H -1.0091 0.5651 3.7884 0.01
O 0.3703 -1.0973 -2.8253 -0.09
H -0.4004 -0.4407 -2.7589 0.02
H 0.2055 -1.6310 -3.6172 0.09
O 0.3209 2.5179 -3.7649 -0.08
H 0.6047 3.3906 -3.4620 0.06
H 1.1261 1.9491 -3.7738 0.00
O 4.2033 0.8123 -1.4330 -0.04
H 4.9896 0.2925 -1.6799 0.08
H 3.8727 0.4368 -0.6140 0.04
```

Calculated values
- E_tot: -31751.7655 eV
- SMILES: NC(=O)CCCCO.O.O.O.O.O.O.O.O.O.O
- Orbital gap: 10.2 eV
- Total charge: 0

***

The following is a quantum chemistry calculation of an isolated ion of composition C4H5N2O and charge +1, from the Open Molecules 2025 dataset.

Geometry as XYZ:
```
12
Properties=species:S:1:pos:R:3:lowdin_charge:R:1
C 1.7880 0.1537 0.0023 -0.20
C -0.5917 -0.7481 -0.1382 -0.36
C -0.9006 0.8191 -0.2953 0.11
C 0.7842 -1.0183 -0.3678 -0.06
N 1.4411 1.3257 -0.0109 0.23
N -1.8912 1.5093 -0.1290 0.23
O -1.5157 -1.4869 0.0616 0.19
H 2.8343 0.0201 0.1798 0.13
H 0.9753 -0.8162 -1.4592 0.17
H 1.0900 -1.9680 0.1424 0.16
H -2.9204 1.3592 0.1376 0.22
H -1.7293 2.5445 -0.0103 0.19
```

Calculated values
- E_tot: -9244.0432 eV
- Orbital gap (spin up / spin down): 8.0 / 8.8 eV
- Total charge: +1

***

The following is a quantum chemistry calculation of the molecule C5H10N2, from the Open Molecules 2025 dataset.

Geometry as XYZ:
```
17
Properties=species:S:1:pos:R:3:lowdin_charge:R:1
C 0.6074 1.6503 -0.9276 -0.08
C 1.3252 0.3144 -1.2872 -0.29
N 1.0593 -0.6602 -0.2344 0.01
C -0.1438 -1.0034 -0.4397 -0.17
C -1.1326 -0.6028 0.5694 -0.32
C -1.1628 -1.2841 1.8644 -0.14
N -0.6089 0.0545 1.7553 0.03
H 1.1678 2.4773 -1.3734 0.07
H 0.5696 1.8029 0.1589 0.07
H -0.4379 1.7208 -1.2753 0.08
H 1.0206 -0.0006 -2.2992 0.11
H 2.3848 0.4348 -1.2098 0.09
H -0.4972 -1.3142 -1.4330 0.12
H -1.9888 -0.1125 0.1063 0.14
H -2.1093 -1.3686 2.3754 0.10
H -0.4665 -2.1157 1.9455 0.11
H 0.4132 0.0072 1.7044 0.08
```

Calculated values
- E_tot: -8323.9369 eV
- SMILES: CC/N=C/[C@H]1CN1
- Orbital gap: 9.1 eV
- Total charge: 0

***

The following is a quantum chemistry calculation of a 2-piece molecular cluster, C2BrClNO4 overall, from the Open Molecules 2025 dataset.

Geometry as XYZ:
```
9
Properties=species:S:1:pos:R:3:lowdin_charge:R:1
C 1.6189 0.9786 0.2690 -0.54
C -1.8134 -0.2491 0.4795 -1.14
N -0.7721 -0.8375 -0.5700 -0.48
O 1.9432 0.1258 0.9701 0.18
O 1.4747 2.0102 -0.2181 0.16
O 0.1653 -0.0785 -0.8702 -0.13
O -0.7160 -2.0538 -0.7111 -0.05
Cl -3.2049 -1.2634 0.4565 0.46
Br -2.2079 1.5596 0.0868 0.54
```

Calculated values
- E_tot: -94317.3106 eV
- Orbital gap (spin up / spin down): 7.1 / 7.1 eV
- Total charge: -1

***

The following is a quantum chemistry calculation of an isolated ion of composition C4H11N2O and charge -1, from the Open Molecules 2025 dataset.

Geometry as XYZ:
```
18
Properties=species:S:1:pos:R:3:lowdin_charge:R:1
N 0.4081 2.0632 1.8857 -0.02
C -0.6712 1.7408 0.8973 -0.26
C -0.4892 0.3193 0.3983 -0.30
N 0.7147 0.1165 -0.3721 -0.09
C 0.7167 -1.1029 -1.2225 -0.23
C -0.2674 -2.2565 -0.8390 -0.59
O -1.4484 -2.1809 -1.4381 -0.35
H 0.8614 2.9345 1.6342 0.04
H 1.1047 1.3733 1.7789 0.02
H -1.6293 1.8711 1.3881 0.09
H -0.5575 2.3775 0.0136 0.10
H -1.4140 0.0523 -0.1396 0.11
H -0.5206 -0.4079 1.2108 0.10
H 0.8944 0.8828 -0.9997 0.08
H 1.7416 -1.4957 -1.2690 0.07
H 0.4708 -0.8568 -2.2557 0.09
H 0.3716 -3.1818 -0.9639 0.07
H -0.2863 -2.2486 0.2928 0.07
```

Calculated values
- E_tot: -9352.9096 eV
- SMILES: NCCNCC[O-]
- Orbital gap: 6.2 eV
- Total charge: -1

***

The following is a quantum chemistry calculation of a 10-piece molecular cluster, C33H48F4N11O4 overall, from the Open Molecules 2025 dataset.

Geometry as XYZ:
```
100
Properties=species:S:1:pos:R:3:lowdin_charge:R:1
C -1.2761 -3.2252 -0.4919 -0.03
C -1.4746 -1.8264 -1.0071 -0.43
O -2.7426 -1.6522 -1.6358 -0.03
C -1.3489 -0.7891 0.1143 -0.05
C -0.5070 0.3751 -0.2625 -0.08
C 0.3835 1.0726 0.5068 -0.09
C 0.7386 0.8361 1.9289 -0.08
C 2.1770 1.2389 2.3232 -0.10
C 2.6556 0.4745 3.4898 -0.22
F 2.3936 0.9546 4.7175 0.10
C 3.3152 -0.6697 3.3826 -0.30
F 3.6413 -1.4724 4.3806 0.14
F 3.7344 -1.1520 2.2156 0.13
N 0.9140 2.0659 -0.3220 0.00
O 1.8521 3.0168 -0.0048 0.10
C 0.3980 2.0110 -1.5544 -0.12
C 0.6450 2.8121 -2.7652 -0.09
C 1.4244 1.9767 -3.8076 -0.15
C 2.7683 2.5853 -4.2225 -0.14
C 3.5620 3.2276 -3.1057 -0.16
O 3.5461 4.6602 -3.3433 -0.05
C 3.8545 5.3874 -2.2522 -0.35
O 3.1238 6.2540 -1.8804 0.10
N -0.4680 0.9943 -1.4979 0.06
F -1.1995 0.6830 -2.5743 0.15
H -0.3613 -3.3272 0.0802 0.09
H -2.1465 -3.5250 0.0716 0.04
H -1.1921 -3.9015 -1.3360 0.09
H -0.7198 -1.6395 -1.7700 0.13
H -2.6388 -1.8120 -2.5764 0.10
H -2.3389 -0.3960 0.3172 0.12
H -0.9528 -1.2734 0.9929 0.12
H 0.5508 -0.2004 2.1701 0.12
H 0.0357 1.4082 2.5291 0.11
H 2.8279 1.1066 1.4714 0.12
H 2.1818 2.2963 2.5587 0.12
H 1.3658 3.7573 0.3886 0.16
H -0.3237 3.0405 -3.1842 0.08
H 1.1223 3.7494 -2.5152 0.12
H 0.8212 1.8868 -4.7004 0.10
H 1.5777 0.9601 -3.4583 0.12
H 3.3780 1.7927 -4.6375 0.12
H 2.6022 3.3113 -5.0074 0.12
H 4.5849 2.8659 -3.0762 0.12
H 3.1355 3.0598 -2.1218 0.10
H 4.8068 5.1835 -1.7593 0.14
C -5.3499 -1.8360 0.9233 -0.07
C -4.4903 -1.9642 2.0941 -0.28
N -3.8306 -2.0803 3.0279 0.15
H -5.5419 -0.7800 0.7315 0.08
H -4.8567 -2.2748 0.0578 0.06
H -6.2911 -2.3500 1.0899 0.05
C 0.5447 6.4352 -5.2287 -0.04
C -0.1129 5.1454 -5.0853 -0.23
N -0.6284 4.1288 -4.9612 0.16
H 0.3437 7.0497 -4.3538 0.09
H 1.6196 6.2897 -5.3197 0.08
H 0.1711 6.9406 -6.1168 0.09
C -4.5406 -4.9949 3.1836 -0.06
C -4.2706 -4.8985 1.7592 -0.25
N -4.0546 -4.8202 0.6371 0.17
H -5.2217 -4.2001 3.4795 0.07
H -4.9917 -5.9593 3.4080 0.09
H -3.6115 -4.8939 3.7401 0.09
C 2.8657 -4.4003 4.8165 -0.07
C 2.1812 -5.5220 4.1882 -0.28
N 1.6321 -6.3955 3.6918 0.13
H 2.1962 -3.9030 5.5153 0.09
H 3.7423 -4.7547 5.3553 0.09
H 3.1774 -3.6967 4.0555 0.05
C 6.6917 -2.6536 2.5680 -0.07
C 7.1169 -2.4512 1.1909 -0.28
N 7.4471 -2.2951 0.1058 0.13
H 5.9907 -1.8742 2.8480 0.05
H 6.2081 -3.6237 2.6669 0.08
H 7.5508 -2.6153 3.2345 0.09
C -3.1187 0.9394 5.0199 -0.06
C -2.8225 1.1324 3.6107 -0.27
N -2.5878 1.3387 2.5085 0.15
H -3.9109 1.6193 5.3263 0.09
H -3.4421 -0.0881 5.1786 0.07
H -2.2293 1.1349 5.6154 0.09
C 8.4812 5.3540 -0.8225 -0.07
C 7.9623 4.2766 -1.6544 -0.29
N 7.5740 3.4224 -2.3122 0.13
H 7.7775 5.5794 -0.0238 0.08
H 9.4310 5.0544 -0.3853 0.09
H 8.6333 6.2459 -1.4267 0.09
C -5.7872 -5.4291 -1.6081 -0.09
C -6.6120 -4.7672 -0.6117 -0.31
N -7.2543 -4.2476 0.1823 0.14
H -5.0620 -6.0681 -1.1079 0.06
H -6.4152 -6.0288 -2.2643 0.09
H -5.2680 -4.6796 -2.2011 0.07
C -8.0495 -0.2090 -1.9521 -0.07
C -7.6296 -1.4257 -2.6311 -0.28
N -7.3140 -2.3845 -3.1714 0.14
H -7.1916 0.4416 -1.7941 0.08
H -8.7865 0.3148 -2.5568 0.08
H -8.4919 -0.4604 -0.9900 0.08
```

Calculated values
- E_tot: -70437.1942 eV
- Orbital gap: 9.7 eV
- Total charge: +1

***

The following is a quantum chemistry calculation of the molecule C2H3ClN2O, from the Open Molecules 2025 dataset.

Geometry as XYZ:
```
9
Properties=species:S:1:pos:R:3:mulliken_spin:R:1
C 1.0717 -0.1457 0.5723 0.12
C -0.8281 -0.2117 -0.7359 0.26
N 0.6510 1.2473 0.2718 0.78
N -0.3117 1.3743 -0.4012 0.75
O 0.2513 -0.9215 -0.3355 0.00
Cl -2.3424 -0.3510 0.4297 0.06
H 2.2012 -0.4187 0.3541 0.01
H 0.6595 -0.3800 1.5690 0.02
H -1.3525 -0.1929 -1.7242 0.00
```

Calculated values
- E_tot: -19667.0137 eV
- Spin multiplicity: 3
- Orbital gap (spin up / spin down): 7.3 / 8.8 eV
- Total charge: 0
- <S²>: 2.01

***

The following is a quantum chemistry calculation of a 37-piece molecular cluster, BH76O36 overall, from the Open Molecules 2025 dataset.

Geometry as XYZ:
```
113
Properties=species:S:1:pos:R:3:lowdin_charge:R:1
B -0.0111 0.2583 0.0124 -0.40
H -0.3126 0.6615 0.9668 0.01
H -0.7468 -0.4457 -0.3444 0.02
H 0.1476 1.0786 -0.6704 0.00
H 0.9640 -0.1945 0.1039 0.01
O -0.5430 1.8762 4.8486 -0.04
H -0.2349 2.3081 4.0519 -0.01
H -1.4918 2.0019 4.8382 0.05
O -2.2127 -2.3267 4.7270 -0.04
H -2.5534 -1.7877 4.0131 -0.02
H -2.8590 -3.0252 4.8298 0.05
O -0.2963 -0.7620 6.2381 -0.07
H -0.8799 -1.3229 5.7271 -0.03
H -0.2999 0.0747 5.7732 -0.03
O -3.1523 2.5320 -2.6145 -0.03
H -3.8191 1.9964 -2.1847 -0.01
H -3.5422 3.4047 -2.6664 0.04
O -0.9898 -5.3026 -2.2767 -0.04
H -1.4229 -5.8426 -1.6156 0.06
H -1.5261 -4.5115 -2.3293 0.00
O -3.1841 -0.8423 2.6282 -0.03
H -4.1271 -0.7101 2.5310 0.06
H -2.7896 -0.1961 2.0425 0.01
O 2.8490 -1.5104 2.6823 -0.04
H 2.7898 -0.9218 3.4348 0.01
H 2.0239 -1.3844 2.2136 0.01
O 0.9493 -4.1118 3.3510 -0.05
H 0.7082 -3.2381 3.0432 -0.04
H 1.6526 -3.9583 3.9820 0.03
O 3.9474 -1.4561 -0.7134 -0.02
H 3.5045 -2.2505 -0.4150 0.01
H 4.5225 -1.7525 -1.4188 0.07
O -1.0776 0.7023 -2.7225 -0.03
H -0.5713 0.7224 -1.9104 -0.03
H -1.9532 0.9924 -2.4667 0.01
O 2.2289 6.1030 -1.2471 -0.06
H 3.0542 6.2593 -1.7060 0.03
H 2.0534 5.1714 -1.3795 -0.03
O 1.8134 1.0676 -4.7917 -0.05
H 1.9389 0.7082 -3.9135 -0.03
H 1.1376 0.5142 -5.1831 0.03
O 1.3631 3.5056 -0.9209 -0.03
H 1.9334 3.1751 -0.2268 0.04
H 0.5518 3.7435 -0.4720 0.04
O 2.0738 -3.6089 -0.0158 -0.03
H 1.2630 -3.2935 -0.4150 0.02
H 1.9220 -3.5351 0.9264 0.03
O -1.8199 -2.9555 0.1833 -0.02
H -1.1051 -2.5717 0.6913 0.03
H -2.0946 -3.7176 0.6933 0.08
O 1.8213 -4.7202 -2.6073 -0.06
H 0.8895 -4.8929 -2.4728 -0.02
H 2.0551 -4.1080 -1.9095 -0.03
O 0.7607 3.8081 -3.5815 -0.04
H 0.9684 3.8929 -2.6509 -0.03
H 0.0670 3.1493 -3.6135 0.01
O -4.7246 0.8631 -1.0561 -0.04
H -4.0580 0.7833 -0.3738 0.00
H -5.5464 0.9712 -0.5773 0.08
O 5.3574 0.7823 0.7672 -0.05
H 5.4361 -0.1287 1.0501 0.00
H 6.2452 1.1332 0.8382 0.07
O -4.7349 -0.9625 -3.1788 -0.03
H -4.6906 -0.2650 -2.5248 0.00
H -5.6145 -0.8889 -3.5491 0.06
O -0.9875 -3.8317 -4.6592 -0.06
H -0.7393 -4.1547 -3.7931 -0.03
H -1.3053 -2.9426 -4.5017 -0.03
O 0.1451 -1.6917 2.2355 -0.04
H 0.1629 -1.0520 1.5237 -0.02
H -0.5513 -1.3853 2.8163 0.06
O 2.2232 0.3210 -2.1409 -0.05
H 1.6828 0.7600 -1.4839 0.01
H 2.5129 -0.4850 -1.7136 0.03
O -2.2417 5.3288 1.2492 -0.06
H -1.9559 4.4157 1.2191 -0.04
H -1.5908 5.7660 1.7981 0.03
O -2.1080 -1.2457 -4.3600 -0.05
H -2.9716 -1.3872 -3.9720 -0.01
H -1.6698 -0.6447 -3.7574 -0.01
O -1.6840 5.3348 -2.0560 -0.04
H -2.6165 5.4531 -1.8754 0.02
H -1.5984 4.4080 -2.2793 -0.01
O -2.6415 0.9786 0.7047 -0.05
H -2.5129 1.9167 0.5649 0.06
H -1.8810 0.5681 0.2931 -0.01
O 1.1457 3.0197 2.7526 -0.03
H 1.8364 2.6370 2.2116 0.01
H 1.6029 3.6350 3.3258 0.07
O 5.4723 -1.7834 2.0305 -0.06
H 4.5593 -1.6999 2.3058 -0.02
H 5.4500 -2.4193 1.3154 0.04
O 2.6546 0.0799 4.9473 -0.02
H 3.4352 -0.1995 5.4258 0.06
H 2.4668 0.9557 5.2850 0.05
O 2.6894 1.6416 0.9379 -0.03
H 2.1593 0.8737 0.7246 0.01
H 3.5798 1.3016 1.0261 0.02
O -2.9064 -3.0454 -2.2650 -0.05
H -2.5232 -2.8885 -1.4020 -0.02
H -3.5148 -2.3177 -2.3934 0.00
O 4.4462 1.7299 -1.7397 -0.07
H 3.7036 1.1711 -1.9691 -0.04
H 4.7602 1.3813 -0.9054 -0.04
O 0.5867 -1.8385 -2.0330 -0.03
H 0.2789 -1.0889 -1.5235 -0.04
H 0.9197 -1.4563 -2.8450 0.06
O -0.8678 3.1901 0.8790 -0.07
H -0.4877 2.3769 0.5466 0.00
H -0.2886 3.4506 1.5952 0.03
O -4.4716 -2.0945 0.1826 -0.04
H -3.6525 -2.4218 0.5544 -0.01
H -4.7131 -1.3585 0.7449 0.00
```

Calculated values
- E_tot: -75624.5567 eV
- Orbital gap: 8.4 eV
- Total charge: -1